{
  "formula": "C23H52O3P4SYb",
  "method": "the ωB97M-V functional and the def2-TZVPD basis",
  "elements": ["Yb", "P", "P", "P", "H", "C", "C", "H", "C", "C", "C", "C", "C", "C", "C", "C", "C", "H", "H", "H", "H", "H", "H", "H", "H", "H", "H", "H", "H", "H", "H", "H", "H", "H", "H", "H", "H", "H", "H", "H", "H", "H", "H", "H", "H", "H", "C", "C", "C", "C", "C", "C", "S", "H", "H", "H", "H", "H", "H", "C", "C", "O", "P", "O", "C", "C", "O", "C", "C", "H", "H", "H", "H", "H", "H", "H", "H", "H", "H", "H", "H", "H", "H", "H"],
  "positions_angstrom": [[-0.2871, -0.7911, 0.0129], [1.9421, 1.0212, 0.9039], [-1.9627, 1.8365, 0.2171], [0.6015, 0.8984, -2.2340], [-0.8666, -3.3474, -1.1812], [-0.0167, -2.9437, -1.7581], [1.2474, -2.9598, -1.2721], [1.5446, -3.5873, -0.4213], [2.5609, 0.6040, 2.5819], [1.9678, 2.8562, 1.0991], [3.5608, 0.8111, 0.0616], [-3.4875, 1.1753, -0.5674], [-2.6898, 2.3845, 1.8038], [-1.7938, 3.4898, -0.5693], [1.8144, -0.0167, -3.2733], [1.2429, 2.6002, -2.5309], [-0.8668, 0.9582, -3.3234], [-0.2759, -2.5992, -2.7733], [2.0647, -2.3898, -1.7306], [2.5557, -0.4846, 2.7258], [1.9520, 1.0660, 3.3696], [3.5956, 0.9657, 2.6807], [1.1485, 3.1598, 1.7650], [1.8392, 3.3577, 0.1325], [2.9242, 3.1688, 1.5441], [3.7803, -0.2621, -0.0212], [4.3391, 1.2868, 0.6757], [3.5663, 1.2555, -0.9401], [-4.2874, 1.9272, -0.5211], [-3.7975, 0.2794, -0.0081], [-3.2903, 0.9060, -1.6137], [-3.5770, 3.0065, 1.6157], [-1.9496, 2.9816, 2.3569], [-2.9673, 1.5127, 2.4113], [-2.6656, 4.1113, -0.3221], [-1.7082, 3.4092, -1.6598], [-0.8927, 3.9739, -0.1621], [1.8832, 0.4234, -4.2822], [1.5279, -1.0741, -3.3645], [2.8015, 0.0231, -2.7903], [1.2735, 2.7961, -3.6168], [2.2565, 2.6944, -2.1157], [0.5890, 3.3378, -2.0434], [-0.5815, 1.2246, -4.3537], [-1.6275, 1.6604, -2.9613], [-1.3454, -0.0326, -3.3277], [-0.6093, -2.8823, -6.4619], [-1.7046, -2.8957, -7.3602], [-1.9645, -4.0435, -8.1231], [-1.0978, -5.1425, -8.0611], [0.0826, -5.0553, -7.3178], [0.3540, -3.9138, -6.5601], [-0.3723, -1.5434, -5.3564], [-1.4848, -1.5562, -4.5110], [-2.3294, -1.9997, -7.4431], [-2.8476, -4.0735, -8.7698], [-1.3250, -6.0459, -8.6189], [0.8003, -5.8738, -7.3255], [1.2983, -3.7866, -6.0303], [-1.5248, 1.6478, 5.4272], [-0.6894, 0.8154, 4.4923], [-1.5886, 0.1330, 3.5246], [-1.8646, -1.3724, 2.9816], [-1.6205, -2.3405, 4.2394], [-1.1420, -2.1772, 5.6487], [0.3311, -2.4288, 5.7486], [-0.3155, -1.8059, 2.0008], [0.2789, -3.1460, 2.1755], [1.7438, -3.0449, 2.5153], [-2.2079, 2.3148, 4.8788], [-0.8554, 2.2830, 6.0279], [-2.1030, 1.0206, 6.1208], [-0.0152, 1.4504, 3.9042], [-0.0856, 0.0702, 5.0296], [-1.4519, -1.1898, 6.0185], [-1.6997, -2.9505, 6.1839], [0.9288, -1.6706, 5.2254], [0.6247, -2.3923, 6.8087], [0.5868, -3.4201, 5.3549], [-0.2543, -3.6518, 2.9826], [0.1197, -3.7238, 1.2611], [1.8740, -2.3946, 3.3860], [2.1499, -4.0221, 2.7907], [2.3612, -2.6543, 1.7040]],
  "atomic_forces_ev_per_a": [[0.2, 1.3, 0.1], [1.0, 0.4, 0.9], [-0.6, 0.1, 0.2], [0.4, 0.4, -0.8], [0.5, -0.5, -0.4], [0.4, -0.1, 0.3], [-0.5, 0.0, -0.3], [-0.4, 0.6, 0.0], [0.0, -0.3, 0.3], [-0.4, 0.0, -0.2], [0.0, -0.2, -0.3], [0.1, 0.0, -0.1], [0.0, -0.1, 0.3], [0.3, -0.1, -0.1], [0.0, -0.2, -0.1], [-0.1, 0.1, 0.3], [-0.2, -0.3, -0.4], [0.3, 0.3, 0.7], [-0.3, -0.6, -0.2], [0.0, 0.4, 0.0], [0.2, -0.2, -0.2], [-0.4, -0.1, 0.1], [0.2, 0.0, -0.2], [0.0, 0.0, 0.3], [-0.3, -0.1, -0.1], [0.1, 0.2, 0.0], [-0.2, -0.1, -0.3], [0.1, -0.1, 0.2], [0.1, -0.3, -0.1], [-0.1, 0.2, -0.2], [-0.2, 0.0, 0.2], [0.3, -0.2, 0.0], [-0.2, -0.2, -0.1], [0.1, 0.4, -0.2], [0.2, -0.2, -0.1], [0.0, 0.1, 0.3], [-0.3, 0.0, -0.2], [0.1, -0.2, 0.4], [0.1, 0.3, 0.0], [-0.2, 0.0, -0.2], [0.0, -0.1, 0.4], [-0.3, 0.0, -0.2], [0.3, -0.2, -0.2], [-0.2, 0.0, 0.3], [0.3, -0.1, -0.1], [0.0, 0.3, 0.0], [-0.6, 0.5, -0.2], [-1.2, -1.0, -0.8], [-0.6, 1.8, 0.5], [-0.2, -0.1, -0.1], [1.1, 0.9, 1.1], [0.7, -1.0, -0.5], [0.0, -0.7, 0.4], [0.4, -0.2, -1.5], [0.1, -0.5, 0.1], [0.4, 0.0, 0.2], [0.0, 0.1, 0.0], [-0.2, 0.2, 0.0], [-0.3, -0.3, 0.0], [-0.1, 0.2, 0.3], [0.0, -0.4, -0.3], [0.4, -0.9, -0.5], [1.2, 0.3, 1.9], [-0.1, 0.6, -0.5], [-0.6, -0.1, -0.4], [0.5, 0.0, 0.1], [-0.5, -0.4, 1.0], [-0.1, 0.2, 0.3], [0.2, 0.1, 0.4], [0.2, -0.3, 0.2], [-0.2, -0.2, -0.1], [0.1, 0.2, -0.3], [-0.3, -0.2, 0.0], [-0.2, 0.3, -0.3], [0.1, -0.4, -0.2], [0.0, 0.2, -0.1], [-0.1, -0.2, 0.1], [-0.1, -0.1, -0.3], [0.0, 0.2, 0.1], [0.0, 0.1, -0.2], [-0.1, 0.0, 0.0], [0.0, -0.1, -0.2], [-0.1, 0.0, -0.1], [-0.1, 0.1, -0.1]],
  "lumo_ev": [-8.150, -12.091],
  "charge": 3,
  "multiplicity": 2,
  "s_squared": 0.7692,
  "homo_ha": [-0.580, -0.580],
  "e_tot_ev": -110332.5773
}



{
  "formula": "C23H53Br6N3O11P2",
  "method": "the ωB97M-V functional and the def2-TZVPD basis",
  "elements": ["C", "C", "O", "P", "O", "O", "C", "C", "O", "C", "C", "H", "H", "H", "H", "H", "H", "H", "H", "H", "H", "H", "H", "H", "H", "H", "C", "C", "O", "P", "O", "O", "C", "C", "O", "C", "C", "H", "H", "H", "H", "H", "H", "H", "H", "H", "H", "H", "H", "H", "H", "H", "Br", "C", "Br", "Br", "H", "Br", "C", "Br", "Br", "H", "C", "N", "C", "C", "O", "H", "H", "H", "H", "H", "H", "H", "C", "N", "C", "C", "O", "H", "H", "H", "H", "H", "H", "H", "C", "N", "C", "C", "O", "H", "H", "H", "H", "H", "H", "H"],
  "positions_angstrom": [[8.8740, 27.5003, -31.6162], [9.0416, 26.4136, -30.5368], [10.3692, 26.2790, -30.3605], [10.9396, 25.0672, -29.3553], [9.7902, 24.1745, -28.8561], [12.0987, 24.2588, -30.0245], [11.8009, 23.5053, -31.2113], [11.7598, 24.3602, -32.4717], [11.7231, 25.8873, -28.1576], [11.1965, 27.0898, -27.5438], [11.6459, 27.0948, -26.1031], [7.8291, 27.8074, -31.5712], [9.4398, 28.4086, -31.4089], [9.0132, 27.1967, -32.6537], [8.6788, 26.6355, -29.5332], [8.5103, 25.5441, -30.9236], [12.5512, 22.7216, -31.3158], [10.7995, 23.0873, -31.1082], [12.7662, 24.6284, -32.7930], [11.6608, 23.6190, -33.2647], [10.9434, 25.0689, -32.6111], [11.6255, 27.9653, -28.0312], [10.1286, 26.9691, -27.7253], [11.0015, 27.7875, -25.5618], [11.8248, 26.2043, -25.5006], [12.6750, 27.4543, -26.0991], [3.7798, 21.8595, -20.9208], [4.2596, 23.0915, -21.7698], [3.6240, 24.3204, -21.2736], [4.3764, 25.3703, -20.3226], [5.5483, 24.8140, -19.5567], [3.2511, 26.0089, -19.3449], [3.3870, 26.7012, -18.1375], [4.7370, 27.4351, -18.1615], [4.7167, 26.6601, -21.3201], [5.6892, 26.5617, -22.3532], [5.5744, 27.7656, -23.2670], [4.0140, 20.9298, -21.4394], [4.4562, 21.8141, -20.0673], [2.7339, 21.9853, -20.6408], [5.3429, 23.1055, -21.8897], [3.8953, 23.0237, -22.7949], [2.5233, 27.3573, -18.0293], [3.5604, 26.0095, -17.3131], [5.6180, 26.7969, -18.0933], [4.7509, 27.8610, -19.1648], [4.9547, 28.3146, -17.5555], [6.6438, 26.3351, -21.8783], [5.5065, 25.6727, -22.9569], [6.0785, 28.7029, -23.0314], [5.8364, 27.5126, -24.2943], [4.5509, 28.0869, -23.0740], [7.3000, 17.5940, -26.5381], [8.1345, 17.9868, -28.3319], [6.7657, 18.5843, -29.6832], [9.2437, 16.4152, -28.9428], [8.7549, 18.8475, -28.0820], [-1.2937, 17.0420, -22.8921], [-2.6174, 16.2238, -21.7148], [-3.2033, 17.4521, -20.1965], [-1.8857, 14.5149, -20.8974], [-3.5147, 15.8409, -22.2011], [-5.0171, 25.1332, -19.3058], [-4.3219, 24.9670, -20.6034], [-2.9079, 25.3476, -20.4517], [-4.8606, 24.5195, -21.7404], [-4.1191, 24.3029, -22.7152], [-4.6520, 24.4150, -18.5716], [-6.0637, 24.8511, -19.4198], [-4.9729, 26.1510, -18.9183], [-2.2756, 24.9068, -19.6811], [-2.3656, 25.2257, -21.3894], [-2.7836, 26.4259, -20.3525], [-5.9598, 24.4566, -21.7314], [-5.7726, 19.6019, -27.0756], [-6.1337, 18.2895, -26.6041], [-5.6898, 17.2236, -27.4698], [-6.8165, 18.1785, -25.4463], [-7.1829, 17.1116, -25.0107], [-6.1664, 19.7688, -28.0782], [-4.6845, 19.6555, -27.0429], [-6.1711, 20.4950, -26.5943], [-5.8197, 17.4236, -28.5334], [-4.6444, 16.9518, -27.3236], [-6.3080, 16.3441, -27.2899], [-6.9811, 19.1696, -24.9958], [0.9763, 21.8171, -28.2063], [1.1256, 23.2046, -28.4492], [-0.0610, 24.0078, -28.8911], [2.3623, 23.7985, -28.2883], [2.6551, 24.9956, -28.4389], [1.8495, 21.3122, -28.6195], [0.0390, 21.4282, -28.6043], [0.8377, 21.6566, -27.1371], [-0.6659, 24.2040, -28.0058], [0.0998, 24.9420, -29.4292], [-0.6771, 23.3484, -29.5025], [3.0826, 23.0387, -27.9475]],
  "atomic_forces_ev_per_a": [[-1.3, 0.5, 0.9], [-2.4, 1.2, -1.1], [5.1, -2.8, 1.3], [-3.2, 0.2, 2.8], [2.7, 2.4, -1.4], [0.5, 0.8, 0.0], [-1.0, 0.6, -0.8], [1.0, -1.6, -1.0], [0.2, -1.4, -2.3], [-0.3, -1.8, -0.3], [0.8, 0.7, 0.4], [-0.2, 0.1, -0.1], [0.3, -0.2, 0.0], [0.4, -0.4, 0.2], [-1.1, 0.5, -0.4], [0.2, -0.5, 0.3], [-0.1, 0.1, 0.3], [0.1, -0.4, 0.3], [0.0, 1.3, 0.6], [-0.8, -0.4, -0.2], [0.5, 0.2, 0.4], [-0.3, -0.1, -0.2], [-0.2, 0.8, 0.6], [0.2, 0.1, 0.2], [-1.1, -0.6, -0.6], [0.0, 0.7, 0.0], [1.5, 1.3, -0.5], [-1.2, -1.0, 0.0], [0.7, 0.5, 0.6], [1.7, 0.7, 1.2], [-1.6, 0.7, -1.6], [-0.2, -1.7, -2.9], [2.6, 0.4, 1.4], [0.2, 1.3, -1.3], [-1.2, -1.3, 1.6], [0.8, -0.9, 0.0], [-0.3, 0.6, 0.6], [-0.5, 0.0, -0.3], [-0.5, 0.2, 0.5], [0.2, -0.3, -0.1], [0.0, 0.5, 0.7], [-0.3, 0.0, 0.1], [0.1, -0.2, 0.1], [-1.1, -0.4, 0.1], [-0.4, -0.3, 0.1], [0.4, 0.2, -0.2], [-0.7, -0.2, 0.6], [0.3, 0.6, -0.1], [-0.4, -0.1, -0.1], [0.8, -0.4, 0.5], [-0.5, 0.0, 0.0], [-0.4, -0.2, -1.0], [0.4, 0.1, -1.4], [-0.7, -0.6, 0.4], [1.2, -0.7, 1.1], [-1.0, 1.5, 0.4], [0.1, -0.4, -0.5], [-1.0, -0.4, 0.6], [0.5, -0.5, 1.6], [0.5, -1.0, -1.5], [-0.4, 1.2, -0.5], [0.3, 0.6, -0.2], [-0.8, -0.8, -1.0], [0.9, 0.9, 3.4], [0.7, 0.7, -1.9], [2.3, 0.1, -1.7], [-1.9, 0.0, 0.8], [0.4, 0.2, 0.0], [-0.2, 0.2, -0.2], [0.2, 0.0, -0.1], [-0.8, -0.6, 0.3], [-0.3, -0.6, -0.1], [-0.6, 0.3, 0.5], [0.1, -0.3, 0.0], [0.5, 0.6, -0.7], [-0.1, 1.5, -0.6], [-0.6, -1.1, 0.2], [0.2, -1.0, -0.7], [-0.3, -0.1, 0.7], [0.4, -0.4, -0.4], [0.1, 0.4, -0.4], [-0.1, -0.6, 1.0], [-0.1, 0.6, 0.1], [0.1, 0.1, 0.2], [0.1, -0.1, 0.3], [-0.2, -0.1, 0.2], [-0.4, -0.6, 0.7], [0.4, 3.3, -1.4], [0.0, -1.2, 0.8], [-0.7, 1.3, -0.1], [-0.8, -2.3, 0.1], [-0.3, -0.5, 0.3], [0.2, 0.1, -0.6], [0.5, -0.4, 0.2], [0.0, 0.3, 0.1], [0.7, -0.3, 0.2], [0.1, 0.0, -0.2], [0.3, 0.1, -0.1]],
  "lumo_ev": -0.661,
  "charge": 0,
  "multiplicity": 1,
  "relative_energy_ev": 2.410,
  "homo_ha": -0.339,
  "e_tot_ev": -490536.3100
}